Entry 1:
88
Properties=species:S:1:pos:R:3:lowdin_charge:R:1 method="wB97M-V/def2-TZVPD" spin_multiplicity=6 e_lumo_ev="0.0 / 0.3" e_tot_ev=-97846.417 charge=0 orbital_gap_ev="6.940 / 5.964"
Mn 0.95 -1.39 1.20 0.649
C -1.91 0.24 5.03 -0.188
C -1.99 -0.34 3.70 -0.085
C -2.73 0.29 2.64 -0.216
C -2.13 1.66 2.12 -0.144
C -0.82 2.16 2.72 -0.124
C -0.52 2.55 3.94 -0.117
C -1.58 2.85 4.99 -0.188
C -2.53 1.68 5.20 -0.142
C 1.76 -0.52 3.19 -0.270
H -2.57 -0.43 5.64 0.162
H -1.60 -1.34 3.57 0.106
H -3.76 0.46 2.91 0.106
H -2.75 -0.38 1.78 0.062
H -1.86 1.51 1.05 0.098
H -2.92 2.43 2.21 0.110
H 0.01 2.23 1.97 0.105
H 0.48 2.89 4.26 0.121
H -2.21 3.73 4.72 0.120
H -1.14 3.13 5.95 0.099
H -2.89 1.69 6.24 0.118
H -3.41 1.78 4.55 0.106
H 1.62 -1.19 4.08 -0.053
H 1.20 0.39 3.44 -0.092
H 2.84 -0.22 3.30 -0.045
P -0.09 -1.94 -3.72 0.981
P 1.67 0.43 -4.02 0.985
C -0.89 -0.42 -4.33 -0.320
C -0.07 0.63 -4.56 -0.327
C -0.73 -3.15 -4.99 -0.376
C -1.85 -2.91 -5.80 -0.095
C -2.25 -3.89 -6.73 -0.087
C -1.53 -5.08 -6.88 -0.089
C -0.41 -5.30 -6.08 -0.092
C 0.01 -4.35 -5.14 -0.108
C -1.03 -2.23 -2.20 -0.380
C -0.67 -1.46 -1.08 -0.152
C -1.31 -1.67 0.15 -0.185
C -2.40 -2.56 0.19 -0.075
C -2.74 -3.32 -0.91 -0.068
C -2.05 -3.18 -2.12 -0.063
C 2.44 0.98 -5.63 -0.357
C 2.29 0.14 -6.76 -0.105
C 2.79 0.53 -8.01 -0.091
C 3.45 1.76 -8.16 -0.096
C 3.62 2.58 -7.04 -0.089
C 3.13 2.20 -5.79 -0.087
C 1.87 1.92 -2.99 -0.418
C 3.08 2.03 -2.28 -0.120
C 3.34 3.16 -1.52 -0.087
C 2.39 4.18 -1.42 -0.085
C 1.18 4.06 -2.10 -0.083
C 0.90 2.93 -2.86 -0.094
H -1.97 -0.42 -4.47 0.065
H -0.35 1.56 -5.06 0.078
H -2.42 -1.98 -5.73 0.089
H -3.14 -3.70 -7.35 0.104
H -1.85 -5.82 -7.61 0.104
H 0.16 -6.23 -6.18 0.103
H 0.89 -4.51 -4.53 0.100
H 0.07 -0.66 -1.19 0.072
H -1.01 -1.06 1.03 0.016
H -2.97 -2.68 1.12 0.112
H -3.56 -4.04 -0.87 0.111
H -2.30 -3.79 -2.98 0.100
H 1.76 -0.81 -6.66 0.098
H 2.65 -0.12 -8.88 0.101
H 3.83 2.06 -9.13 0.101
H 4.14 3.54 -7.14 0.102
H 3.26 2.87 -4.93 0.097
H 3.81 1.22 -2.36 0.104
H 4.29 3.23 -0.99 0.106
H 2.61 5.06 -0.83 0.101
H 0.44 4.85 -2.03 0.103
H -0.06 2.84 -3.37 0.088
O -0.31 -1.26 6.60 0.178
B -0.71 -0.02 6.02 -0.436
O -0.18 1.07 6.77 0.166
C 0.43 0.50 7.86 -0.181
C 0.83 1.13 9.02 0.005
C 1.16 0.32 10.10 -0.099
C 1.16 -1.05 9.99 -0.094
C 0.78 -1.70 8.81 0.007
C 0.37 -0.91 7.74 -0.177
H 0.83 2.22 9.05 0.120
H 1.45 0.80 11.03 0.102
H 1.46 -1.66 10.84 0.101
H 0.77 -2.78 8.70 0.118

Entry 2:
10
Properties=species:S:1:pos:R:3:lowdin_charge:R:1 method="wB97M-V/def2-TZVPD" e_lumo_ev=1.0 e_tot_ev=-7951.981 smiles=FC[C@H]1CO1 charge=0 orbital_gap_ev=11.271
C 1.23 0.69 0.24 -0.042
C -0.08 0.00 -0.31 -0.262
C -1.37 -0.53 0.26 -0.100
H 1.68 1.44 -0.13 0.036
H 1.19 0.63 1.44 0.167
H -0.02 -0.72 -1.39 0.191
H -1.77 -0.59 1.35 0.123
H -1.63 -1.45 -0.62 0.163
O -1.36 0.85 -0.50 -0.147
F 2.13 -0.32 -0.32 -0.131

Entry 3:
19
Properties=species:S:1:pos:R:3:lowdin_charge:R:1 method="wB97M-V/def2-TZVPD" e_lumo_ev=0.8 e_tot_ev=-8904.952 smiles=CN(C)C.O.O charge=0 orbital_gap_ev=8.748
C 0.18 -0.11 1.18 -0.139
N -0.83 0.40 0.30 -0.357
C -0.87 1.92 0.18 -0.079
C -2.24 -0.15 0.25 -0.077
H 1.25 0.39 1.13 0.117
H -0.15 0.17 2.22 0.087
H 0.30 -1.13 1.08 0.032
H -1.32 2.10 -0.79 0.066
H 0.16 2.35 0.28 0.090
H -1.50 2.14 1.05 0.067
H -2.64 -0.39 -0.69 0.042
H -2.23 -1.04 0.90 0.076
H -2.92 0.67 0.75 0.103
H 2.97 -3.08 0.92 -0.009
H 2.76 -1.71 1.66 0.079
O 3.09 -2.17 0.80 -0.071
H -0.61 0.25 -2.15 0.071
H 0.12 0.36 -3.55 0.011
O 0.31 0.43 -2.62 -0.108

Entry 4:
18
Properties=species:S:1:pos:R:3:lowdin_charge:R:1 method="wB97M-V/def2-TZVPD" spin_multiplicity=3 e_lumo_ev="-3.3 / -6.8" e_tot_ev=-9238.116 charge=+1 orbital_gap_ev="9.532 / 7.196"
C -1.28 -0.52 -0.15 -0.477
C -2.53 0.26 0.22 -0.009
C 0.18 1.46 -0.12 -0.109
N -1.41 -1.78 -0.18 0.234
N 2.51 0.01 0.13 0.023
N -0.22 0.22 -0.53 0.092
N 1.62 -1.01 -0.09 0.055
H -2.44 1.32 0.02 0.073
H -2.72 0.09 1.28 0.094
H -3.36 -0.16 -0.34 0.093
H 1.29 1.34 0.05 0.072
H 0.11 2.19 -0.92 0.123
H -0.25 1.82 0.82 0.122
H -0.61 -2.37 -0.34 0.061
H 2.93 0.03 1.05 0.139
H 3.16 0.16 -0.63 0.140
H 1.67 -1.49 -0.98 0.139
H 1.35 -1.57 0.71 0.136